(1)
{
  "formula": "CN2O3",
  "method": "ωB97M-V/def2-TZVPD",
  "homo_ev": [-11.060, -9.699],
  "de_lowest_kcal_mol": 159.9,
  "lumo_energy_ha": [-0.0586, -0.1160],
  "orbital_gap_ev": [9.46, 6.54],
  "species": ["C", "N", "N", "O", "O", "O"],
  "positions_angstrom": [[0.407, 1.201, -1.263], [0.327, 2.125, -1.938], [-0.511, -1.415, 1.429], [-0.045, -2.428, 1.371], [0.454, 0.355, -0.383], [-0.527, -0.393, 0.878]],
  "atomic_forces_ev_per_a": [[-0.979, -1.633, 2.572], [-0.156, 2.712, -2.713], [-2.389, 2.282, 2.238], [2.592, -5.181, -0.740], [4.339, 0.135, -2.797], [-3.408, 1.686, 1.440]],
  "lowdin_charge": [-0.4312, 0.1844, -0.1602, 0.2221, 0.0632, 0.1217]
}

=====

(2)
{
  "formula": "C3H7N3O",
  "method": "ωB97M-V/def2-TZVPD",
  "homo_ev": -7.201,
  "de_lowest_kcal_mol": 46.5,
  "lumo_energy_ha": 0.0161,
  "orbital_gap_ev": 7.64,
  "smiles": "C=N/C([NH3+])=C(\\N)[O-]",
  "species": ["C", "N", "C", "N", "C", "N", "O", "H", "H", "H", "H", "H", "H", "H"],
  "positions_angstrom": [[-1.675, 1.417, 0.341], [-0.887, 0.759, -0.443], [0.204, 0.120, 0.009], [0.215, -0.197, 1.445], [1.026, -0.808, -0.711], [1.040, -0.680, -2.073], [1.733, -1.638, -0.104], [-1.440, 1.643, 1.396], [-2.582, 1.856, -0.065], [-0.759, -0.360, 1.748], [0.809, -1.049, 1.504], [0.594, 0.540, 2.043], [0.280, -0.163, -2.490], [1.442, -1.440, -2.599]],
  "atomic_forces_ev_per_a": [[-0.031, -0.021, -0.081], [0.140, 0.188, 0.070], [-0.155, -0.070, 0.010], [0.134, -0.004, 0.197], [-0.102, 0.159, -0.016], [-0.071, -0.141, 0.017], [-0.195, 0.167, -0.044], [-0.155, -0.168, -0.273], [0.184, 0.008, 0.039], [0.123, -0.112, 0.054], [0.046, 0.093, -0.089], [0.034, -0.118, -0.044], [0.101, -0.036, 0.047], [-0.052, 0.055, 0.112]],
  "lowdin_charge": [-0.1147, -0.0199, -0.3297, 0.1754, -0.5390, 0.1479, -0.0366, 0.0472, 0.0435, 0.1424, 0.1410, 0.1531, 0.0879, 0.1016]
}

=====

(3)
{
  "formula": "C5H10O2",
  "method": "ωB97M-V/def2-TZVPD",
  "homo_ev": -10.038,
  "de_lowest_kcal_mol": 30.2,
  "lumo_energy_ha": 0.0355,
  "orbital_gap_ev": 11.00,
  "smiles": "C[C@@H](O)CCC=O",
  "species": ["C", "C", "O", "C", "C", "C", "O", "H", "H", "H", "H", "H", "H", "H", "H", "H", "H"],
  "positions_angstrom": [[1.352, -0.725, -1.526], [0.906, 0.346, -0.537], [-0.055, 1.237, -1.084], [0.436, -0.336, 0.770], [-0.747, 0.326, 1.474], [-2.062, 0.343, 0.738], [-2.347, -0.391, -0.184], [2.164, -1.328, -1.097], [0.512, -1.398, -1.732], [1.699, -0.290, -2.467], [1.765, 0.989, -0.316], [-0.832, 0.726, -1.355], [0.208, -1.391, 0.564], [1.281, -0.330, 1.470], [-0.538, 1.360, 1.767], [-0.944, -0.231, 2.403], [-2.799, 1.091, 1.114]],
  "atomic_forces_ev_per_a": [[-0.040, -0.002, -0.071], [0.232, -0.097, 0.125], [-0.187, -0.135, -0.130], [0.013, -0.019, 0.032], [0.031, 0.031, 0.032], [0.023, -0.248, -0.273], [0.095, 0.336, 0.355], [-0.155, 0.131, -0.072], [0.090, 0.056, -0.055], [-0.036, -0.007, 0.134], [-0.163, -0.006, 0.021], [0.203, 0.016, -0.014], [-0.106, 0.233, 0.072], [-0.146, -0.120, -0.078], [0.089, -0.100, -0.002], [-0.046, 0.187, -0.005], [0.103, -0.256, -0.071]],
  "lowdin_charge": [-0.0568, -0.4357, -0.0443, -0.1548, -0.1596, -0.2566, 0.0389, 0.0854, 0.0846, 0.0805, 0.1392, 0.0756, 0.1134, 0.1161, 0.1207, 0.1255, 0.1278]
}

=====

(4)
{
  "formula": "C14H36AgNO7",
  "method": "ωB97M-V/def2-TZVPD",
  "homo_ev": [-2.208, -2.184],
  "multiplicity": 2,
  "lumo_energy_ha": [0.0344, 0.0009],
  "orbital_gap_ev": [3.15, 2.21],
  "charge": -1,
  "s2": 0.7547,
  "species": ["Ag", "C", "C", "O", "H", "H", "H", "H", "H", "C", "C", "O", "H", "H", "H", "H", "H", "C", "C", "O", "H", "H", "H", "H", "H", "C", "O", "C", "C", "N", "C", "C", "O", "C", "H", "H", "H", "H", "H", "H", "H", "H", "H", "H", "H", "H", "H", "H", "H", "C", "C", "O", "O", "H", "H", "H", "H", "H", "H"],
  "positions_angstrom": [[1.713, -0.147, 0.231], [-0.845, -5.853, 3.171], [0.209, -5.444, 2.157], [0.600, -4.118, 2.248], [-1.227, -6.844, 2.929], [-1.543, -5.016, 3.142], [-0.479, -6.015, 4.185], [-0.218, -5.373, 1.156], [1.032, -6.144, 2.015], [-0.047, 6.044, -0.020], [0.855, 5.391, -1.192], [1.487, 4.137, -1.195], [-0.738, 5.380, 0.500], [-0.483, 6.993, -0.333], [0.757, 6.159, 0.707], [1.605, 6.098, -1.545], [0.371, 5.602, -2.146], [5.134, -4.216, -3.211], [5.420, -3.039, -2.267], [4.589, -1.879, -2.424], [4.079, -4.443, -3.056], [5.798, -5.052, -2.994], [5.228, -3.840, -4.230], [6.467, -2.742, -2.330], [5.315, -3.352, -1.228], [-3.851, 2.633, -0.516], [-2.849, 1.846, 0.130], [-3.150, 1.601, 1.473], [-2.040, 0.981, 2.396], [-0.692, 1.725, 2.377], [-0.016, 1.640, 3.633], [1.372, 2.175, 3.424], [2.088, 1.219, 2.585], [3.539, 1.370, 2.525], [-4.778, 2.061, -0.484], [-3.570, 2.950, -1.521], [-4.040, 3.550, 0.043], [-4.002, 0.924, 1.411], [-3.493, 2.479, 2.022], [-1.842, 0.011, 1.939], [-2.360, 0.891, 3.433], [-1.082, 2.653, 2.466], [-0.040, 0.592, 3.932], [-0.529, 2.301, 4.331], [1.878, 2.240, 4.387], [1.334, 3.235, 3.173], [3.811, 2.178, 1.845], [3.999, 0.569, 1.946], [3.867, 1.585, 3.542], [-3.166, -1.689, -5.037], [-2.441, -2.260, -3.820], [-1.657, -1.204, -3.327], [-3.857, -0.447, -4.873], [-3.937, -2.259, -5.556], [-2.468, -1.374, -5.813], [-1.815, -3.146, -3.926], [-3.090, -2.734, -3.084], [-2.150, -0.413, -3.555], [-4.050, -0.171, -5.771]],
  "atomic_forces_ev_per_a": [[0.062, -0.323, 0.166], [0.529, -0.407, -0.078], [0.187, 2.414, -1.266], [0.582, 0.085, 1.303], [-0.735, 0.012, -0.381], [-0.463, -0.409, 0.223], [0.386, 0.561, 0.196], [-1.031, -1.329, -0.593], [0.517, -0.595, 0.597], [2.614, -1.774, -0.268], [-0.633, -0.337, -0.405], [-1.566, 2.166, 0.585], [-0.288, -0.103, -0.688], [0.109, -0.205, 0.010], [-0.330, 0.830, 0.519], [1.055, 0.458, 0.891], [-0.956, -1.080, -0.621], [-0.455, 1.232, 0.402], [-1.340, 2.079, 0.400], [0.773, -1.447, -0.168], [0.013, -0.473, -0.067], [-0.083, -0.190, -0.170], [0.197, -0.255, -0.181], [0.654, 0.041, -0.340], [-0.038, -0.627, 0.386], [0.058, -0.316, 1.045], [1.184, 0.973, -0.643], [-0.123, -0.305, 1.246], [1.392, -0.268, -2.192], [-3.269, 0.284, -1.084], [0.346, -0.408, -0.027], [1.117, -1.300, 0.815], [0.341, 0.789, -0.305], [-1.330, 1.021, -0.491], [-0.272, 0.011, -0.475], [0.231, -0.616, 0.054], [0.054, 0.217, 0.241], [-0.187, -0.384, 0.794], [-0.204, 0.702, -0.323], [0.082, -0.336, 0.584], [-0.552, -0.100, -0.131], [0.368, 0.816, -1.024], [0.393, 0.101, 0.481], [0.074, -0.283, 0.791], [0.274, -0.452, 0.335], [0.132, -0.020, -1.300], [-0.222, 0.807, 0.343], [-0.264, -0.839, 0.962], [0.609, -0.453, -0.188], [-0.178, -0.398, -2.223], [-0.609, 0.146, 0.106], [0.203, -0.073, 0.425], [-0.319, 0.809, 1.674], [0.409, -1.288, 0.436], [0.892, -0.980, 0.051], [0.467, 0.311, -1.323], [-0.866, 0.895, 0.464], [0.041, 0.396, 0.255], [-0.032, 0.218, 0.175]],
  "lowdin_charge": [0.7550, -0.1524, -0.5834, -0.4261, 0.0403, 0.0529, 0.0424, 0.0623, 0.0647, -0.0562, -0.3351, -0.0048, 0.0545, 0.0647, 0.0540, 0.1142, 0.1064, -0.1423, -0.5286, -0.4314, 0.0550, 0.0474, 0.0489, 0.0585, 0.0666, -0.0979, -0.1869, -0.2450, -0.1373, -0.0639, -0.2561, -0.2064, -0.2622, -0.0811, 0.0844, 0.0882, 0.0761, 0.1192, 0.1073, 0.1129, 0.1102, 0.0853, 0.1354, 0.1204, 0.1121, 0.1193, 0.0779, 0.0781, 0.0854, -0.2302, -0.2354, -0.0505, -0.0973, 0.1127, 0.1158, 0.1245, 0.1107, 0.0646, 0.0821]
}